1.
Entry from OMol25: a gas-phase ion, C3H7N2 (charge +1) in a non-equilibrium geometry (the ωB97M-V functional and the def2-TZVPD basis).

Values from the calculation:
E_HOMO (spin up / spin down)	-13.7 / -13.7	eV
orbital gap (spin up / spin down)	8.849 / 8.850	eV
lowest unoccupied orbital energy (spin up / spin down)	-4.857 / -4.856	eV

The geometry in ORCA input format:
```
! wB97M-V def2-TZVPD RIJCOSX def2/J DEFGRID3
* xyz 1 1
C 0.716 -1.490 -0.291
C -0.777 -0.302 0.485
C 1.443 0.824 -0.020
N -1.721 0.245 -0.256
N 0.556 -0.296 0.113
H 0.010 -2.289 -0.104
H -1.065 -0.838 1.383
H 2.172 0.621 -0.802
H 0.881 1.729 -0.243
H 1.977 0.973 0.921
H -1.497 0.810 -1.067
H -2.695 0.014 -0.119
*
```

=====

2.
Entry from OMol25: 11 unconnected molecules or ions with the total composition C17H41FN10O25S2 in a non-equilibrium geometry (the ωB97M-V functional and the def2-TZVPD basis).

Values from the calculation:
E_HOMO	-9.9	eV
orbital gap	9.259	eV
structure (SMILES)	O=COCC[C@]1(S)C[C@@H](F)CS(=O)(=O)O1.C[N+](=O)[O-].C[N+](=O)[O-].C[N+](=O)[O-].C[N+](=O)[O-].C[N+](=O)[O-].C[N+](=O)[O-].C[N+](=O)[O-].C[N+](=O)[O-].C[N+](=O)[O-].C[N+](=O)[O-]
lowest unoccupied orbital energy	-0.681	eV

The geometry in ORCA input format:
```
! wB97M-V def2-TZVPD RIJCOSX def2/J DEFGRID3
* xyz 0 1
O 4.757 -3.804 -5.073
C 3.961 -3.364 -5.874
O 4.054 -2.124 -6.395
C 2.851 -1.647 -7.007
C 1.817 -1.320 -5.940
C 0.609 -0.575 -6.501
S 1.101 1.133 -6.984
C -0.526 -0.378 -5.500
C -0.874 -1.704 -4.887
F -1.920 -1.524 -3.977
C -1.381 -2.674 -5.946
S -0.714 -2.541 -7.617
O 0.115 -3.685 -7.839
O -1.821 -2.365 -8.502
O 0.161 -1.200 -7.719
H 3.130 -3.963 -6.276
H 3.121 -0.790 -7.605
H 2.470 -2.410 -7.682
H 2.284 -0.689 -5.195
H 1.531 -2.264 -5.483
H 2.435 1.078 -6.926
H -1.375 0.057 -6.018
H -0.153 0.292 -4.738
H -0.059 -2.122 -4.312
H -2.449 -2.529 -6.045
H -1.221 -3.709 -5.670
C 3.149 1.068 -1.560
N 1.869 1.369 -2.248
O 1.721 0.993 -3.394
O 1.028 1.989 -1.634
H 3.785 0.518 -2.244
H 3.606 2.018 -1.285
H 2.912 0.476 -0.681
C 4.651 5.774 0.485
N 5.104 4.624 -0.342
O 6.291 4.448 -0.486
O 4.238 3.926 -0.836
H 5.526 6.297 0.850
H 4.046 6.420 -0.138
H 4.064 5.369 1.305
C -2.052 -0.623 -0.794
N -2.148 -1.622 0.303
O -3.243 -1.858 0.767
O -1.115 -2.140 0.669
H -3.043 -0.247 -1.011
H -1.398 0.172 -0.450
H -1.627 -1.128 -1.655
C -5.173 -2.755 3.582
N -5.061 -2.002 4.865
O -5.058 -2.624 5.904
O -4.977 -0.796 4.780
H -5.232 -3.823 3.785
H -6.066 -2.395 3.082
H -4.288 -2.524 2.994
C 8.760 2.482 -2.569
N 7.587 1.694 -3.034
O 6.818 1.284 -2.194
O 7.479 1.523 -4.227
H 8.716 2.554 -1.489
H 9.652 1.959 -2.898
H 8.695 3.461 -3.032
C -3.491 -3.689 8.767
N -2.756 -3.661 10.062
O -3.265 -4.202 11.027
O -1.687 -3.097 10.076
H -4.424 -4.221 8.910
H -3.671 -2.661 8.467
H -2.861 -4.195 8.045
C -2.372 -6.652 4.451
N -3.213 -5.629 5.128
O -4.361 -5.495 4.767
O -2.693 -4.977 6.006
H -2.974 -7.144 3.697
H -1.526 -6.135 4.010
H -2.040 -7.352 5.212
C 1.860 9.920 0.354
N 2.696 8.742 0.713
O 3.595 8.426 -0.042
O 2.428 8.167 1.742
H 2.221 10.322 -0.584
H 0.835 9.575 0.271
H 1.958 10.641 1.159
C -0.962 4.506 -2.333
N -2.110 3.695 -2.817
O -2.922 3.319 -1.999
O -2.154 3.460 -4.002
H -1.055 4.627 -1.261
H -0.059 3.961 -2.588
H -0.999 5.463 -2.844
C -5.852 -2.557 11.959
N -7.199 -2.193 11.440
O -7.435 -2.425 10.274
O -7.973 -1.688 12.223
H -5.280 -2.996 11.157
H -5.388 -1.646 12.325
H -5.995 -3.266 12.768
*
```

=====

3.
Entry from OMol25: 4 unconnected molecules or ions with the total composition C35H64ClFO3 in a non-equilibrium geometry (the ωB97M-V functional and the def2-TZVPD basis).

Values from the calculation:
E_HOMO	-9.1	eV
orbital gap	9.662	eV
structure (SMILES)	Cc1ccccc1C[C@]1(Cl)[C@H](CCF)OC(=O)[C@H]1C[C@@H](C)O.CCCCCC.CCCCCC.CCCCCC
lowest unoccupied orbital energy	0.595	eV

The geometry in ORCA input format:
```
! wB97M-V def2-TZVPD RIJCOSX def2/J DEFGRID3
* xyz 0 1
C 2.909 2.805 4.202
C 2.929 2.342 2.756
C 3.727 3.086 1.878
C 3.858 2.746 0.537
C 3.189 1.621 0.074
C 2.396 0.868 0.936
C 2.224 1.217 2.278
C 1.376 0.378 3.214
C -0.099 0.138 2.868
Cl -0.356 -0.706 1.299
C -0.970 1.400 2.768
C -0.654 2.538 3.729
C -0.575 3.888 3.022
F 0.068 3.774 1.809
O -2.309 0.912 3.101
C -2.163 0.039 4.107
O -2.998 -0.162 4.922
C -0.799 -0.653 4.010
C -1.159 -2.129 3.831
C 0.013 -3.138 3.923
C 0.373 -3.801 2.597
O 1.147 -2.554 4.549
H 2.058 3.457 4.376
H 3.819 3.357 4.401
H 2.897 1.961 4.882
H 4.273 3.948 2.227
H 4.488 3.339 -0.103
H 3.297 1.330 -0.960
H 1.919 -0.009 0.538
H 1.836 -0.601 3.309
H 1.372 0.795 4.207
H -1.058 1.744 1.748
H 0.271 2.395 4.274
H -1.433 2.637 4.477
H -0.033 4.607 3.631
H -1.581 4.265 2.854
H -0.291 -0.528 4.957
H -1.836 -2.353 4.650
H -1.722 -2.303 2.923
H -0.326 -3.941 4.575
H 1.108 -3.234 2.033
H 0.783 -4.789 2.801
H -0.517 -3.964 2.003
H 1.909 -2.705 3.985
C -4.257 -6.166 -3.478
C -2.941 -5.403 -3.603
C -1.893 -5.826 -2.575
C -2.288 -5.585 -1.118
C -2.635 -4.137 -0.777
C -1.473 -3.170 -0.986
H -4.733 -5.996 -2.511
H -4.961 -5.850 -4.249
H -4.095 -7.240 -3.593
H -3.132 -4.328 -3.530
H -2.531 -5.572 -4.603
H -0.956 -5.305 -2.791
H -1.680 -6.892 -2.705
H -1.463 -5.913 -0.477
H -3.138 -6.223 -0.857
H -2.948 -4.093 0.270
H -3.495 -3.805 -1.364
H -0.615 -3.457 -0.375
H -1.761 -2.158 -0.702
H -1.151 -3.139 -2.028
C 2.281 6.371 2.291
C 2.373 7.855 2.629
C 3.440 8.168 3.677
C 3.216 7.500 5.035
C 1.877 7.821 5.698
C 1.694 9.303 6.011
H 2.008 5.772 3.162
H 1.525 6.192 1.525
H 3.233 6.002 1.910
H 1.396 8.215 2.965
H 2.605 8.414 1.719
H 3.505 9.252 3.807
H 4.416 7.854 3.294
H 4.026 7.799 5.707
H 3.305 6.414 4.927
H 1.806 7.251 6.629
H 1.052 7.477 5.067
H 2.484 9.660 6.674
H 0.739 9.477 6.509
H 1.708 9.913 5.107
C -0.293 -5.824 -7.496
C -0.796 -4.404 -7.250
C -2.232 -4.182 -7.720
C -2.457 -4.362 -9.222
C -1.598 -3.467 -10.113
C -1.851 -1.977 -9.902
H -0.277 -6.069 -8.559
H 0.723 -5.946 -7.118
H -0.927 -6.554 -6.989
H -0.122 -3.688 -7.728
H -0.747 -4.196 -6.177
H -2.550 -3.179 -7.421
H -2.890 -4.875 -7.186
H -3.513 -4.169 -9.439
H -2.283 -5.406 -9.496
H -1.805 -3.716 -11.157
H -0.538 -3.682 -9.954
H -2.897 -1.730 -10.097
H -1.239 -1.380 -10.580
H -1.612 -1.665 -8.885
*
```